1.
This record from the Open Molecules 2025 dataset describes a molecular structure, C41H66BF4N6OP2Pt at a distorted geometry. The level of theory is ωB97M-V/def2-TZVPD.

Values from the calculation:
DFT total energy = -3231.5257 Ha
net charge = +3
HOMO-LUMO gap = 6.38 eV
highest occupied orbital energy = -15.05 eV
LUMO level = -8.664 eV

Positions of all 122 atoms, in Å:
Pt -0.18667 -1.06057 -0.27004
C -1.82036 -0.33096 2.45646
C -1.41735 -1.76521 2.42230
C -1.77642 -2.66714 3.42222
C -1.42860 -3.99595 3.31031
C -0.73346 -4.41874 2.17982
C -0.39998 -3.49147 1.22212
N -0.72445 -2.17373 1.35668
C 0.26909 -3.83922 -0.04994
C 0.81594 -5.05422 -0.42307
C 1.39795 -5.16581 -1.67924
C 1.41400 -4.08361 -2.55209
C 0.84414 -2.89194 -2.14259
N 0.30766 -2.81838 -0.91581
C 0.70264 -1.63973 -2.92259
C 0.96521 -1.56528 -4.26701
C 0.70947 -0.37037 -4.93875
C 0.16954 0.68057 -4.23581
C -0.08692 0.56076 -2.86694
C -0.76460 1.67161 -2.13496
N 0.21428 -0.56950 -2.22100
H -2.29876 -0.06970 3.39679
H -2.51782 -0.14500 1.63580
H -0.94953 0.31442 2.32708
H -2.33567 -2.30723 4.27457
H -1.70481 -4.70485 4.07911
H -0.47758 -5.46002 2.04670
H 0.80531 -5.89398 0.25658
H 1.84591 -6.10312 -1.98068
H 1.87008 -4.16900 -3.52781
H 1.34211 -2.42731 -4.79851
H 0.91136 -0.28206 -5.99775
H -0.07253 1.61289 -4.72760
H -0.49027 2.63379 -2.56452
H -0.53125 1.68595 -1.07344
H -1.84433 1.54821 -2.24156
F 0.66869 1.20953 0.73969
B -2.63511 2.96242 1.65229
F -2.13242 2.70082 2.84348
F -3.42835 2.09137 1.06680
F -2.28394 4.05853 1.01821
C 1.49257 6.10773 2.19923
C 1.49007 5.67823 0.72151
C 1.18287 4.18127 0.55859
C 1.83238 3.42360 1.73128
C 1.09261 3.75581 3.04925
C 0.58474 5.20964 3.03099
P 2.04370 1.66979 1.44200
C 2.09153 0.71330 2.95166
C 3.35622 1.09998 3.75746
C 3.44957 0.17136 4.96693
C 3.69775 -1.28633 4.53808
C 3.30067 -1.53440 3.08011
C 1.99814 -0.82402 2.71086
C 3.43536 1.12358 0.41720
C 4.61658 2.12651 0.44578
C 4.49694 3.24253 -0.59033
C 4.21511 2.70063 -1.98956
C 2.97504 1.80800 -2.00172
C 3.14123 0.66085 -1.01573
H 1.16968 7.14396 2.28259
H 2.50808 6.07860 2.60472
H 2.46045 5.90052 0.27243
H 0.75117 6.24643 0.15583
H 1.52587 3.82807 -0.41327
H 0.10785 4.00809 0.59877
H 2.87600 3.76068 1.81376
H 1.76971 3.61237 3.89081
H 0.24622 3.08108 3.19707
H 0.52157 5.56830 4.05767
H -0.43005 5.24734 2.63048
H 1.22835 1.05039 3.53382
H 3.29668 2.13787 4.08407
H 4.25871 1.00529 3.14659
H 2.52201 0.25758 5.53924
H 4.24385 0.51690 5.62673
H 3.14016 -1.95950 5.19066
H 4.74984 -1.53921 4.66617
H 3.18168 -2.60418 2.89983
H 4.10690 -1.21204 2.41476
H 1.19524 -1.21068 3.34358
H 1.70676 -1.07340 1.68247
H 3.73534 0.23757 0.98992
H 5.50360 1.52866 0.21792
H 4.79019 2.52835 1.44672
H 5.43040 3.80604 -0.58704
H 3.71520 3.95287 -0.31186
H 5.07605 2.11531 -2.32641
H 4.10235 3.52185 -2.69710
H 2.79944 1.41018 -3.00292
H 2.08743 2.39629 -1.74260
H 4.00895 0.06277 -1.31022
H 2.28252 -0.01407 -1.02272
C -2.71353 -2.25197 -4.33304
N -2.92413 -2.58852 -2.93391
C -2.62846 -3.97805 -2.60931
P -3.62985 -1.63615 -1.77842
O -2.70581 -1.18863 -0.68627
N -4.20087 -0.33001 -2.62315
C -4.39152 0.92622 -1.89878
C -5.25320 -0.53736 -3.62450
N -4.79627 -2.58559 -1.10706
C -5.17641 -2.46807 0.29620
C -5.72681 -3.38126 -1.90248
H -1.71635 -2.58024 -4.63889
H -2.78661 -1.17833 -4.48472
H -3.43489 -2.75212 -4.98635
H -1.61498 -4.22668 -2.94088
H -3.31431 -4.67118 -3.10459
H -2.69873 -4.14278 -1.53461
H -3.65904 1.01333 -1.10209
H -5.39059 0.98715 -1.45526
H -4.28565 1.76397 -2.59169
H -5.19522 -1.52982 -4.06375
H -5.14581 0.19478 -4.42593
H -6.24567 -0.41867 -3.18091
H -4.48817 -1.80470 0.81344
H -5.15040 -3.45137 0.77337
H -6.18992 -2.07153 0.39599
H -5.34417 -3.53357 -2.90983
H -6.70651 -2.90295 -1.97467
H -5.85957 -4.36103 -1.43928

Atomic partial charges in e from the Mulliken method, atoms 1 to 8:
1. Pt 0.51
2. C -0.97
3. C 0.70
4. C -0.80
5. C -1.28
6. C -0.58
7. C 0.64
8. N 1.17

2.
This record from the Open Molecules 2025 dataset describes a molecular structure, C41H66NO31V3 at a distorted geometry. The level of theory is ωB97M-V/def2-TZVPD.

Values from the calculation:
DFT total energy = -6820.2340 Ha
net charge = +2
HOMO-LUMO gap = 2.49 eV
highest occupied orbital energy = -13.30 eV
LUMO level = -10.806 eV

Positions of all 142 atoms, in Å:
O -4.93522 1.94550 2.03797
V -4.23429 3.14677 1.36384
O -3.01390 3.52507 2.24714
O -3.00197 -0.27439 -3.00100
V -3.82168 0.81004 -2.23819
O -5.30168 0.21437 -2.41589
O -2.16257 5.08227 -2.51026
V -3.69801 5.08330 -2.39107
O -4.13534 6.53588 -2.62149
C -3.80273 -0.89602 0.21673
C -2.37239 -0.34434 0.33817
C -1.52100 -1.59642 0.06247
C -0.01378 -1.30965 0.05224
C 0.22240 -0.11914 -0.89790
C -0.65447 1.17895 -0.77289
N -2.04154 0.78339 -0.49921
O -3.01653 1.81859 -0.38190
C -0.60189 1.79269 -2.19217
C -0.02261 2.08193 0.28428
C -2.15332 -0.03852 1.84119
H -3.90842 -1.89372 0.62367
H -4.16752 -0.89368 -0.82890
H -4.59438 -0.24775 0.61254
H -1.59098 -2.14631 -0.88635
H -1.89154 -2.38290 0.72230
H 0.54003 -2.21138 -0.20164
H 0.23817 -1.11292 1.09783
H 0.29616 -0.39559 -1.94716
H 1.23186 0.12495 -0.55440
H -0.67911 2.88569 -2.13364
H -1.37024 1.50260 -2.91791
H 0.33746 1.54355 -2.68327
H -0.52076 3.05836 0.22191
H 1.02754 2.29523 0.10300
H -0.21232 1.72253 1.29190
H -2.55119 -0.87753 2.40589
H -2.42000 0.99495 2.06216
H -1.10368 -0.04939 2.15173
C 4.02036 0.80205 -2.06165
C 4.57688 -0.40755 -1.38382
C 4.31362 -0.74135 0.07081
O 3.18538 -1.60857 0.06963
C 3.12702 -2.22930 -1.16852
O 2.58483 -3.25804 -1.41585
O 3.82921 -1.50282 -2.03807
H 3.05305 1.17344 -1.69552
H 3.77928 0.71955 -3.11933
H 4.69384 1.64229 -1.86478
H 5.58680 -0.67459 -1.68963
H 4.09271 0.13222 0.68071
H 5.15219 -1.21604 0.58218
C 2.47410 -3.31194 4.51836
C 1.45094 -4.08535 3.74086
C 1.76460 -3.93794 2.24179
O 1.22564 -5.10276 1.62425
C 1.24858 -6.06520 2.58973
O 0.81428 -7.15922 2.41387
O 1.64130 -5.53815 3.74951
H 2.29276 -2.23640 4.50815
H 3.50906 -3.51126 4.25288
H 2.41665 -3.55372 5.58526
H 0.40839 -3.93465 4.00864
H 2.82538 -3.96093 1.98565
H 1.36704 -3.00304 1.84578
C -3.18113 8.39341 2.45327
C -2.78683 8.45952 0.97813
C -1.30047 8.74085 0.76149
O -0.70388 7.43255 0.87368
C -1.68042 6.52989 0.77073
O -1.56873 5.34619 0.84103
O -2.82619 7.16866 0.36600
H -4.24006 8.64604 2.53171
H -2.68717 9.05985 3.15751
H -3.03613 7.37333 2.81825
H -3.40960 9.21534 0.50764
H -0.91554 9.52440 1.40641
H -1.12089 9.04039 -0.27380
C -0.02301 -7.27101 -0.95766
C -1.38239 -6.62387 -1.25092
C -1.76236 -5.73288 -0.10735
O -2.52945 -4.65538 -0.81775
C -2.07371 -4.63053 -2.08148
O -2.49419 -4.00245 -3.00380
O -1.25479 -5.71090 -2.32820
H 0.68587 -6.67221 -0.39589
H 0.40521 -7.45074 -1.94649
H -0.20393 -8.23357 -0.48267
H -2.14070 -7.38362 -1.44324
H -0.94979 -5.15604 0.32904
H -2.44737 -6.11456 0.64279
C 1.52101 6.13772 -5.05712
C 1.18973 4.96700 -4.12953
C 2.08973 3.75974 -4.23531
O 2.76044 3.68186 -2.99120
C 2.25891 4.60607 -2.13995
O 2.63413 4.77660 -1.02597
O 1.27430 5.31390 -2.73804
H 1.74623 5.83515 -6.07730
H 2.46440 6.55294 -4.68516
H 0.75949 6.90736 -4.97267
H 0.10973 4.83666 -4.24417
H 2.77849 3.84451 -5.07897
H 1.55508 2.84100 -4.49784
C -0.27895 -1.46763 -5.28533
C 0.84372 -2.19808 -4.60122
C 0.79030 -3.72346 -4.43001
O 1.82650 -4.23654 -5.27411
C 2.49857 -3.21716 -5.81882
O 3.33161 -3.27797 -6.66070
O 2.04761 -2.01454 -5.36799
H -0.63316 -1.82038 -6.25606
H 0.02106 -0.43511 -5.47879
H -1.16976 -1.52153 -4.65289
H 1.01469 -1.85122 -3.57668
H -0.11745 -4.15885 -4.85200
H 0.90017 -3.99712 -3.38406
C -2.29477 -4.80274 4.43994
C -3.68247 -4.27222 4.63746
C -3.89815 -2.82089 4.28888
O -5.16033 -2.80723 3.61013
C -5.52945 -4.11571 3.36368
O -6.48922 -4.39780 2.73614
O -4.65899 -4.99069 3.91289
H -2.03310 -4.90995 3.38043
H -2.08085 -5.78030 4.87743
H -1.45572 -4.24055 4.85877
H -3.90083 -4.31416 5.71185
H -3.19533 -2.48375 3.51247
H -3.78022 -2.14034 5.12803
C 3.11143 2.82588 2.57608
C 4.53356 2.35894 2.85339
C 5.07324 2.65738 4.24649
O 5.08964 1.37509 4.87112
C 4.77854 0.39718 3.99173
O 4.83134 -0.76250 4.22515
O 4.51884 0.93268 2.76512
H 2.38757 2.16447 3.05347
H 2.95879 2.87211 1.49553
H 2.88131 3.84679 2.89190
H 5.15660 2.74639 2.04664
H 4.38612 3.32741 4.76175
H 6.05109 3.13325 4.23432

Atomic partial charges in e from the Mulliken method, atoms 1 to 8:
1. O -0.52
2. V 1.38
3. O -0.37
4. O -0.37
5. V 0.83
6. O -0.56
7. O -0.33
8. V 1.58

3.
This record from the Open Molecules 2025 dataset describes a molecular structure, C41H68AsI2N8OSi6TeZn at a distorted geometry. The level of theory is ωB97M-V/def2-TZVPD.

Values from the calculation:
DFT total energy = -8732.1179 Ha
net charge = -1
relative energy (zero: lowest compared OMol25 entry of this formula, charge and spin) = 295.8 kJ/mol
HOMO-LUMO gap (spin up / spin down) = 5.86 / 4.55 eV
highest occupied orbital energy (spin up / spin down) = -4.03 / -3.28 eV
LUMO level (spin up / spin down) = 1.835 / 1.267 eV

Positions of all 129 atoms, in Å:
Zn 0.37525 0.02108 0.23420
I -4.35064 2.11144 0.17362
C -2.43830 2.90929 0.41252
C -2.31721 4.29721 0.58467
C -1.06842 4.83563 0.76192
I -0.92973 6.91802 0.96894
C 0.08242 4.03519 0.82031
C 1.45210 4.51986 0.81263
C 2.45819 3.67881 1.06416
C 2.15016 2.28027 1.48620
N 0.97823 1.78713 0.83468
C -0.07130 2.64439 0.73017
C -1.35111 2.05319 0.45011
O -1.42960 0.74816 0.27538
H -3.19721 4.92150 0.56913
H 1.63904 5.55756 0.57031
H 3.49049 4.00855 1.03997
H 2.98484 1.60694 1.29758
C 3.71780 -3.81083 -2.26335
C 2.76764 -4.10948 -3.42226
C 3.09092 -3.30695 -4.67900
C 1.29848 -4.06468 -3.02257
N 0.79896 -2.76976 -2.56307
C 1.32975 -1.55600 -2.46187
N 0.45019 -0.74350 -1.93173
N -0.64528 -1.51230 -1.69723
N -0.43452 -2.70858 -2.05847
H 4.74339 -4.03546 -2.55541
H 3.47780 -4.40766 -1.38181
H 3.69164 -2.76571 -1.94940
H 2.90387 -5.16685 -3.68109
H 2.97440 -2.23213 -4.53652
H 2.44974 -3.59435 -5.51227
H 4.12640 -3.47884 -4.97102
H 1.12119 -4.75556 -2.19637
H 0.66386 -4.36522 -3.85896
H 2.32258 -1.28573 -2.76582
C 4.31094 1.10522 5.84634
Si 3.55079 0.63009 4.19004
C 2.81342 -1.08620 4.38555
C 4.95388 0.56972 2.93044
As 2.12075 2.39389 3.58874
Si 0.07493 1.61043 4.44789
C 0.45901 1.39529 6.28432
C -0.64005 -0.00250 3.80963
C -1.21634 2.96143 4.28181
H 5.10682 0.41073 6.12440
H 3.55969 1.08902 6.63600
H 4.72376 2.11338 5.80839
H 3.60861 -1.79719 4.62955
H 2.32078 -1.43835 3.48199
H 2.08604 -1.11067 5.19637
H 5.75304 -0.06990 3.31191
H 5.36688 1.56385 2.75958
H 4.63031 0.16557 1.97132
H 1.11291 0.54291 6.46439
H -0.46941 1.22404 6.83388
H 0.94168 2.28056 6.69878
H 0.09778 -0.79996 3.73942
H -1.10605 0.13512 2.83446
H -1.42460 -0.32138 4.50259
H -0.76808 3.95446 4.25368
H -1.89983 2.91651 5.13347
H -1.80178 2.84318 3.37394
C -5.27743 1.26720 -4.90377
Si -5.54034 -0.59141 -4.82692
C -6.71923 -0.99037 -3.41617
C -6.37046 -1.11180 -6.44217
Si -3.48059 -1.70016 -4.45179
Te -2.83559 -0.45830 -2.38287
Si -3.94195 -3.95988 -4.02316
C -2.40169 -5.04495 -4.09984
C -5.16633 -4.60732 -5.30527
C -4.69969 -4.11360 -2.31473
Si -2.00535 -1.26036 -6.21255
C -2.75992 -1.67935 -7.88842
C -0.42951 -2.28378 -6.01642
C -1.53096 0.55577 -6.18604
H -6.24633 1.77337 -4.90477
H -4.74457 1.55649 -5.80982
H -4.70755 1.63569 -4.05191
H -7.57630 -0.31331 -3.45230
H -6.23670 -0.87489 -2.44668
H -7.09423 -2.01211 -3.48676
H -7.31812 -0.57654 -6.54670
H -6.58370 -2.17827 -6.47051
H -5.75815 -0.87312 -7.30959
H -2.01021 -5.12472 -5.11356
H -2.64544 -6.05161 -3.75221
H -1.62178 -4.64320 -3.45065
H -4.79434 -4.47950 -6.32175
H -6.12129 -4.08959 -5.23321
H -5.35159 -5.67245 -5.14561
H -4.04835 -3.67025 -1.56230
H -4.85467 -5.16573 -2.06287
H -5.65834 -3.60110 -2.25534
H -3.09325 -2.71559 -7.93738
H -2.02094 -1.52554 -8.67849
H -3.61738 -1.04586 -8.10517
H -0.63979 -3.34792 -5.91335
H 0.12101 -1.95946 -5.13161
H 0.21974 -2.14522 -6.88523
H -2.36148 1.18640 -6.50045
H -0.68980 0.74422 -6.85737
H -1.25086 0.86793 -5.18012
N 5.44806 -4.70557 1.51078
C 5.96659 -5.93990 1.83151
C 7.26243 -6.40337 1.97432
C 7.42248 -7.74207 2.30818
C 6.31792 -8.57780 2.48851
C 5.02313 -8.10547 2.34517
C 4.83946 -6.76558 2.01209
N 3.67902 -6.05601 1.81717
C 4.06434 -4.82113 1.52188
C 3.20524 -3.73084 1.22546
C 3.67018 -2.43627 0.85295
C 2.78592 -1.43389 0.60584
N 1.42944 -1.57163 0.70342
C 0.97034 -2.81819 1.04429
C 1.78599 -3.87605 1.29251
H 5.96675 -3.86119 1.36201
H 8.11731 -5.75482 1.83480
H 8.42004 -8.14300 2.43138
H 6.47862 -9.61564 2.74991
H 4.16717 -8.75072 2.48786
H 4.72405 -2.21666 0.73550
H 3.13782 -0.45398 0.30557
H -0.10603 -2.92451 1.08950
H 1.36338 -4.83509 1.55068

Atomic partial charges in e from the Mulliken method, atoms 1 to 8:
1. Zn -0.82
2. I -0.02
3. C -0.24
4. C -0.67
5. C -0.04
6. I -0.02
7. C 1.13
8. C -1.00